Record 1
Density functional theory data (ωB97M-V/def2-TZVPD) for a molecular structure, C12H11Cl28F3GaO3S at a distorted geometry.

Summary:
Charge ... -1
Orbital gap ... 0.268 Eh
E ... -440753.6196 eV

Positions of all 59 atoms, in Å:
C1 5.076 2.983 -0.299
C2 3.750 2.068 -0.487
O1 3.666 1.273 0.751
C3 3.936 0.971 -1.662
Ga1 2.431 -0.450 -1.397
C4 0.751 0.542 -0.734
S1 3.068 -2.238 -0.075
O2 2.043 -3.362 -0.177
O3 4.385 -2.768 -0.578
C5 3.216 -1.833 1.744
F1 2.225 -0.934 2.184
F2 4.506 -1.424 2.137
F3 2.984 -3.019 2.500
H1 5.454 2.876 0.778
H2 5.917 2.629 -0.987
H3 4.816 4.081 -0.446
H4 2.807 2.679 -0.607
H5 4.392 0.622 0.628
H6 4.978 0.502 -1.560
H7 3.769 1.458 -2.678
H8 2.074 -1.009 -2.877
H9 0.319 1.076 -1.652
H10 0.978 1.330 0.055
H11 -0.085 -0.166 -0.390
C6 -2.768 -2.553 -3.375
Cl1 -1.858 -1.134 -3.914
Cl2 -3.550 -3.323 -4.774
Cl3 -1.656 -3.700 -2.606
Cl4 -4.009 -2.056 -2.204
C7 0.136 0.590 4.206
Cl5 -0.916 0.876 2.800
Cl6 0.496 -1.143 4.332
Cl7 1.648 1.497 4.006
Cl8 -0.687 1.130 5.686
C8 -3.933 3.693 5.299
Cl9 -5.576 3.319 4.736
Cl10 -3.767 3.208 7.000
Cl11 -2.753 2.807 4.315
Cl12 -3.640 5.438 5.149
C9 -0.267 -6.088 2.081
Cl13 -1.513 -5.542 3.225
Cl14 1.277 -5.308 2.483
Cl15 -0.078 -7.851 2.211
Cl16 -0.769 -5.692 0.424
C10 -6.056 -5.975 -6.329
Cl17 -4.944 -4.798 -7.058
Cl18 -7.587 -5.978 -7.230
Cl19 -5.329 -7.593 -6.392
Cl20 -6.366 -5.531 -4.639
C11 -2.626 3.192 -1.886
Cl21 -2.786 3.139 -0.119
Cl22 -3.758 4.393 -2.547
Cl23 -0.961 3.636 -2.331
Cl24 -2.995 1.592 -2.553
C12 0.107 5.643 1.279
Cl25 -0.868 5.829 -0.194
Cl26 -0.274 6.958 2.412
Cl27 -0.263 4.082 2.038
Cl28 1.831 5.703 0.860


Record 2
Density functional theory data (ωB97M-V/def2-TZVPD) for 2 unconnected molecules or ions with the total composition C12H11Cl3F9O4S at a distorted geometry.

Summary:
Charge ... -1
Orbital gap ... 0.241 Eh
E ... -93669.6809 eV

Positions of all 40 atoms, in Å:
O1 -3.000 -1.052 -2.385
C1 -1.861 -1.175 -2.563
Cl1 -1.164 -2.560 -3.505
C2 -0.805 -0.161 -2.058
C3 0.265 -0.934 -1.214
C4 -0.386 -1.086 0.210
C5 -0.149 -2.594 0.688
C6 1.296 -3.129 0.389
O2 0.743 -2.757 1.778
S1 1.785 -0.027 -1.086
O3 2.743 -0.648 -1.988
O4 2.374 -0.052 0.252
C7 1.697 1.758 -1.652
F1 1.614 1.703 -3.015
F2 0.577 2.399 -1.248
C8 3.000 2.619 -1.375
F3 3.292 3.327 -2.489
F4 4.062 1.822 -1.203
C9 2.928 3.514 -0.107
F5 2.605 2.804 0.968
F6 4.192 3.960 0.133
C10 2.008 4.787 -0.188
F7 2.633 5.906 0.186
F8 1.015 4.624 0.698
F9 1.479 5.019 -1.378
H1 -1.349 0.575 -1.441
H2 -0.394 0.311 -2.967
H3 -1.478 -0.967 0.167
H4 0.103 -0.460 0.972
H5 -0.984 -3.309 0.575
H6 2.156 -2.477 0.567
H7 1.507 -4.200 0.515
Cl2 -3.891 -0.753 1.440
C11 -4.630 -1.970 2.506
C12 -3.687 -2.437 3.589
Cl3 -2.334 -3.404 2.951
H8 -4.967 -2.799 1.887
H9 -5.505 -1.502 2.958
H10 -4.225 -3.075 4.291
H11 -3.267 -1.598 4.142


Record 3
Density functional theory data (ωB97M-V/def2-TZVPD) for a molecular structure, C12H11ClIN5O6PtS2 at a distorted geometry.

Summary:
Charge ... 0
Orbital gap (alpha / beta) ... 0.248 / 0.248 Eh
Relative energy (zero: lowest compared OMol25 entry of this formula, charge and spin) ... 0.0000 eV
E ... -77888.5424 eV

Positions of all 39 atoms, in Å:
Pt1 -0.847 -2.193 -0.097
O1 -2.689 -4.808 -2.645
Cl1 -1.681 -4.128 -1.950
O2 -0.401 -4.626 -2.217
O3 -1.729 -2.716 -2.315
O4 -1.955 -4.178 -0.531
N1 2.268 4.772 -1.156
C1 1.829 3.752 -0.378
C2 2.704 3.113 0.515
C3 2.259 2.064 1.290
C4 0.944 1.643 1.189
C5 0.061 2.262 0.321
C6 0.497 3.313 -0.457
S1 0.400 0.259 2.150
O5 -0.965 0.432 2.545
O6 1.383 -0.059 3.147
N2 0.417 -0.979 1.024
C7 1.530 -1.681 0.826
S2 3.081 -1.454 1.550
C8 3.653 -2.786 0.602
C9 2.654 -3.319 -0.156
N3 1.472 -2.687 -0.027
H1 3.225 5.070 -1.104
H2 1.650 5.225 -1.803
H3 3.728 3.447 0.590
H4 2.909 1.561 1.989
H5 -0.959 1.913 0.275
H6 -0.179 3.809 -1.136
H7 4.672 -3.098 0.681
H8 2.719 -4.165 -0.816
I1 -4.735 2.422 1.123
C10 -3.957 0.703 0.261
C11 -4.021 0.336 -1.068
N4 -3.339 -0.814 -1.173
N5 -2.843 -1.193 0.008
C12 -3.215 -0.291 0.902
H9 -4.497 0.809 -1.901
H10 -3.123 -1.380 -1.989
H11 -2.920 -0.351 1.930


> What is the formula in the second record?

C12H11Cl3F9O4S